No. 1
{"formula": "C38H38Cl5FN2O9S2Si2W", "method": "ωB97M-V/def2-TZVPD", "elements": ["W", "C", "Si", "C", "C", "C", "C", "C", "C", "C", "C", "N", "Si", "C", "C", "C", "H", "H", "H", "H", "H", "H", "H", "H", "H", "H", "H", "H", "H", "H", "H", "H", "H", "H", "H", "H", "H", "H", "Cl", "C", "C", "C", "Cl", "C", "O", "C", "Cl", "C", "H", "H", "O", "S", "O", "O", "C", "C", "C", "C", "C", "C", "S", "O", "O", "O", "H", "H", "H", "H", "Cl", "C", "C", "C", "C", "C", "Cl", "C", "N", "C", "C", "C", "C", "C", "C", "C", "C", "O", "O", "H", "H", "H", "H", "H", "H", "H", "H", "H", "H", "F"], "positions_angstrom": [[1.142, -0.307, -1.232], [-3.027, 0.591, -0.823], [-1.937, 0.799, -2.328], [-2.064, -0.713, -3.405], [-2.749, 2.104, -3.426], [-0.169, 1.395, -1.749], [0.719, 1.815, -2.864], [0.414, 2.569, -3.989], [1.434, 2.772, -4.902], [2.690, 2.205, -4.678], [2.898, 1.445, -3.546], [1.925, 1.300, -2.638], [-0.156, 2.879, -0.471], [-0.177, 2.647, 1.384], [-1.706, 3.898, -0.814], [1.252, 4.024, -0.894], [-3.211, -0.462, -0.613], [-3.997, 1.055, -1.009], [-2.615, 1.052, 0.071], [-3.100, -0.721, -3.755], [-1.852, -1.650, -2.898], [-1.412, -0.651, -4.276], [-3.824, 1.926, -3.363], [-2.462, 1.974, -4.470], [-2.576, 3.137, -3.147], [-0.572, 2.973, -4.133], [1.256, 3.363, -5.792], [3.504, 2.339, -5.374], [3.856, 0.994, -3.339], [-1.172, 2.877, 1.760], [0.517, 3.383, 1.796], [0.111, 1.669, 1.757], [-2.626, 3.317, -0.785], [-1.667, 4.414, -1.773], [-1.773, 4.662, -0.037], [2.229, 3.629, -0.628], [1.087, 4.939, -0.322], [1.278, 4.291, -1.950], [6.275, 1.838, 3.937], [5.013, 1.521, 2.785], [5.137, 1.965, 1.482], [4.112, 1.720, 0.582], [4.363, 2.343, -1.014], [2.943, 1.044, 0.935], [1.947, 0.910, 0.070], [2.861, 0.602, 2.259], [1.496, -0.251, 2.912], [3.879, 0.838, 3.174], [6.015, 2.501, 1.155], [3.767, 0.484, 4.188], [5.332, -0.601, -2.508], [4.110, -1.344, -2.411], [3.425, -1.628, -3.634], [3.192, -0.659, -1.367], [4.520, -2.827, -1.510], [5.792, -3.326, -1.730], [6.248, -4.416, -0.997], [5.449, -4.989, -0.028], [4.168, -4.500, 0.195], [3.704, -3.424, -0.543], [1.995, -3.007, -0.368], [1.347, -4.129, 0.230], [1.591, -2.603, -1.731], [1.804, -1.721, 0.410], [6.428, -2.842, -2.456], [7.240, -4.805, -1.183], [5.812, -5.827, 0.552], [3.513, -4.962, 0.918], [-4.396, 2.241, 2.673], [-4.418, 1.152, 4.030], [-5.059, 1.557, 5.188], [-5.159, 0.678, 6.252], [-4.609, -0.591, 6.154], [-3.945, -0.966, 5.001], [-3.207, -2.533, 4.935], [-3.830, -0.112, 3.903], [-3.139, -0.521, 2.762], [-3.648, -1.571, 1.965], [-5.014, -1.830, 1.932], [-5.516, -2.840, 1.132], [-4.660, -3.604, 0.349], [-3.298, -3.364, 0.403], [-2.776, -2.361, 1.213], [-1.277, -2.193, 1.324], [-0.700, -1.305, 0.279], [-0.530, -1.657, -0.937], [-0.274, -0.137, 0.493], [-5.492, 2.546, 5.234], [-5.667, 0.979, 7.157], [-4.670, -1.290, 6.975], [-2.651, 0.209, 2.263], [-5.683, -1.222, 2.528], [-6.582, -3.026, 1.113], [-5.048, -4.390, -0.283], [-2.615, -3.970, -0.179], [-0.800, -3.166, 1.180], [-1.003, -1.791, 2.299], [0.718, -0.756, -2.988]], "atomic_forces_ev_per_a": [[1.351, -0.154, 1.205], [-0.081, -0.014, 0.064], [0.084, 0.469, 0.100], [0.181, -0.133, -0.009], [0.071, 0.007, 0.002], [-0.142, -0.453, 0.155], [-0.810, 0.201, 0.359], [0.571, 0.019, -0.213], [-0.004, -0.068, 0.117], [-0.090, -0.004, 0.094], [0.131, 0.119, 0.032], [-0.489, -0.362, -0.260], [-0.428, 0.080, -0.308], [0.105, -0.320, 0.047], [0.056, 0.006, -0.044], [0.122, -0.015, 0.006], [-0.011, -0.084, 0.023], [-0.064, 0.000, 0.003], [0.060, 0.071, 0.133], [-0.056, -0.050, -0.042], [-0.022, 0.009, 0.012], [-0.027, 0.034, -0.057], [-0.078, -0.018, -0.033], [-0.009, -0.045, -0.057], [-0.023, 0.098, 0.027], [-0.034, 0.043, -0.002], [0.023, -0.002, -0.018], [0.004, 0.013, -0.036], [-0.042, -0.005, -0.043], [-0.149, 0.039, 0.092], [-0.016, 0.070, 0.052], [-0.001, 0.106, -0.060], [-0.083, -0.025, 0.059], [0.035, 0.059, -0.059], [0.013, 0.047, 0.048], [-0.028, 0.017, 0.042], [0.020, 0.066, 0.027], [-0.010, 0.057, -0.057], [-0.070, -0.039, -0.083], [-0.057, 0.016, -0.095], [-0.039, -0.088, 0.090], [0.617, 0.307, 0.053], [0.027, -0.063, 0.192], [0.095, -0.080, -0.046], [-0.710, -0.267, -0.669], [0.122, -0.151, 0.610], [0.075, 0.192, -0.064], [0.037, 0.004, -0.059], [0.030, 0.011, 0.003], [0.007, 0.005, 0.024], [0.066, 0.044, 0.126], [-0.486, 0.061, 0.257], [0.047, -0.113, 0.111], [0.156, 0.352, -1.078], [0.118, 0.004, 0.201], [-0.032, -0.076, 0.092], [0.053, 0.059, -0.087], [-0.064, -0.043, 0.089], [0.088, 0.022, -0.060], [0.081, -0.019, -0.071], [-0.117, 0.475, -0.498], [-0.020, 0.000, 0.118], [-0.023, -0.309, 0.313], [-0.126, -0.225, -0.249], [0.022, 0.017, -0.021], [0.015, 0.009, -0.001], [-0.017, -0.002, 0.001], [-0.031, -0.027, 0.026], [0.153, -0.054, -0.022], [-0.038, -0.028, -0.053], [0.018, -0.053, -0.021], [0.023, -0.023, -0.047], [-0.009, 0.008, 0.020], [0.023, -0.098, 0.166], [-0.017, 0.017, 0.018], [-0.047, 0.220, -0.057], [0.243, 0.008, 0.010], [0.002, -0.018, -0.104], [-0.022, 0.008, -0.060], [0.023, -0.061, -0.041], [-0.040, 0.047, 0.060], [0.015, 0.056, -0.015], [-0.008, -0.050, 0.056], [-0.085, -0.106, -0.038], [-0.319, 0.716, -0.626], [-0.077, -0.163, 0.037], [0.289, -0.222, 0.141], [-0.005, 0.019, 0.007], [-0.013, 0.009, 0.033], [-0.008, -0.010, 0.026], [-0.090, 0.033, -0.020], [-0.008, 0.005, -0.002], [-0.039, -0.011, -0.009], [-0.018, -0.030, -0.021], [0.023, -0.029, -0.026], [0.023, 0.074, 0.047], [-0.034, 0.005, -0.022], [0.053, -0.224, -0.067]], "gap_ev": 7.2, "largest_force_ev_per_a": 1.82, "energy_ha": -6100.99638}

No. 2
{"formula": "C38H38Cl7GeN2NaP", "method": "ωB97M-V/def2-TZVPD", "elements": ["Na", "N", "C", "C", "C", "C", "C", "C", "P", "C", "C", "C", "C", "C", "C", "C", "C", "C", "C", "C", "C", "H", "H", "H", "H", "H", "H", "H", "H", "H", "H", "H", "H", "H", "H", "H", "H", "Cl", "C", "C", "C", "C", "C", "Cl", "C", "N", "H", "H", "H", "C", "C", "C", "C", "Ge", "C", "C", "C", "C", "H", "H", "H", "H", "H", "H", "H", "H", "H", "H", "H", "H", "H", "H", "H", "H", "H", "H", "H", "Cl", "C", "C", "C", "Cl", "C", "Cl", "C", "Cl", "C", "Cl"], "positions_angstrom": [[0.467, -0.138, -1.311], [-0.006, -0.517, 2.422], [-1.257, -0.956, 2.755], [-1.717, -0.760, 4.070], [-2.914, -1.292, 4.492], [-3.700, -2.051, 3.627], [-3.268, -2.225, 2.327], [-2.079, -1.664, 1.857], [-1.544, -1.864, 0.125], [-1.051, -3.629, 0.107], [0.316, -3.892, 0.175], [0.782, -5.199, 0.231], [-0.116, -6.255, 0.208], [-1.480, -6.002, 0.131], [-1.945, -4.697, 0.083], [-3.089, -1.869, -0.851], [-3.058, -2.504, -2.094], [-4.141, -2.432, -2.954], [-5.271, -1.712, -2.589], [-5.303, -1.061, -1.366], [-4.218, -1.132, -0.504], [0.430, 0.181, 2.999], [0.316, -0.515, 1.466], [-1.099, -0.194, 4.756], [-3.238, -1.125, 5.512], [-4.631, -2.489, 3.961], [-3.880, -2.800, 1.642], [1.023, -3.070, 0.175], [1.847, -5.386, 0.280], [0.245, -7.275, 0.244], [-2.183, -6.825, 0.108], [-3.010, -4.510, 0.016], [-2.175, -3.055, -2.394], [-4.097, -2.928, -3.915], [-6.115, -1.647, -3.263], [-6.173, -0.483, -1.083], [-4.246, -0.597, 0.436], [-0.301, -0.460, -3.956], [0.240, 1.204, -4.127], [0.985, 1.508, -5.244], [1.378, 2.817, -5.487], [0.989, 3.794, -4.582], [0.254, 3.465, -3.462], [-0.151, 4.757, -2.359], [-0.149, 2.140, -3.110], [-0.760, 1.726, -2.011], [1.242, 0.715, -5.935], [1.967, 3.069, -6.357], [1.268, 4.828, -4.734], [-2.222, 5.785, 1.843], [-1.093, 5.580, 0.838], [-0.331, 4.271, 1.036], [-1.179, 3.012, 0.883], [-1.941, 2.482, -0.862], [-3.248, 3.688, -1.734], [-4.689, 3.268, -1.449], [-5.084, 3.481, 0.008], [-6.508, 3.034, 0.307], [-2.683, 6.768, 1.729], [-1.850, 5.707, 2.868], [-3.006, 5.038, 1.718], [-0.387, 6.413, 0.915], [-1.503, 5.619, -0.174], [0.111, 4.287, 2.041], [0.507, 4.225, 0.339], [-2.015, 3.014, 1.590], [-0.576, 2.138, 1.146], [-2.810, 1.261, -0.410], [-3.030, 3.629, -2.803], [-3.089, 4.728, -1.439], [-4.815, 2.207, -1.695], [-5.387, 3.819, -2.090], [-4.966, 4.541, 0.260], [-4.388, 2.932, 0.651], [-7.226, 3.577, -0.313], [-6.775, 3.199, 1.352], [-6.631, 1.970, 0.095], [2.819, -1.887, -1.898], [3.491, -0.841, -0.630], [2.617, -0.019, 0.048], [3.224, 0.794, 0.984], [2.225, 1.954, 1.869], [4.586, 0.786, 1.273], [5.274, 1.824, 2.477], [5.415, -0.084, 0.567], [7.110, -0.135, 0.893], [4.863, -0.908, -0.409], [5.884, -1.980, -1.308]], "atomic_forces_ev_per_a": [[0.057, 0.185, 0.068], [0.056, 0.012, -0.049], [0.027, -0.026, 0.039], [-0.009, -0.001, -0.020], [-0.010, -0.006, 0.005], [0.014, 0.004, -0.001], [-0.015, 0.034, 0.011], [-0.081, -0.041, -0.051], [0.023, 0.020, 0.032], [0.094, 0.041, -0.010], [-0.028, -0.010, -0.006], [0.002, -0.028, -0.008], [0.029, 0.005, 0.007], [-0.033, 0.008, -0.003], [-0.005, -0.032, 0.011], [0.069, 0.000, -0.060], [-0.018, -0.014, 0.008], [-0.012, 0.007, 0.002], [-0.004, 0.002, -0.017], [0.001, 0.008, 0.004], [0.009, -0.003, 0.027], [0.004, 0.044, 0.006], [-0.008, 0.015, 0.021], [0.008, 0.006, 0.007], [0.000, 0.004, 0.007], [-0.010, -0.001, 0.007], [-0.006, 0.002, -0.018], [0.001, -0.003, 0.007], [0.008, -0.002, 0.001], [0.004, -0.004, 0.000], [-0.002, -0.003, 0.001], [-0.011, 0.013, -0.004], [0.000, -0.007, -0.004], [0.005, -0.005, -0.009], [-0.009, -0.003, -0.006], [-0.012, 0.016, 0.009], [-0.001, -0.004, 0.014], [0.016, -0.064, 0.024], [0.050, 0.084, -0.103], [-0.032, -0.025, -0.044], [0.017, 0.006, -0.021], [-0.009, 0.010, -0.003], [0.029, 0.032, -0.010], [0.028, 0.035, -0.013], [-0.101, -0.010, 0.020], [0.032, -0.186, 0.110], [0.000, -0.002, 0.003], [0.000, -0.002, -0.008], [-0.005, 0.012, 0.008], [0.005, -0.001, -0.008], [0.006, 0.009, 0.010], [-0.010, -0.009, 0.017], [0.005, 0.005, -0.016], [0.007, -0.037, -0.066], [-0.028, -0.034, -0.008], [0.021, 0.003, 0.010], [-0.010, -0.008, -0.010], [0.004, 0.018, -0.007], [-0.001, 0.010, -0.006], [0.006, -0.002, 0.013], [-0.012, -0.012, 0.008], [0.002, -0.001, -0.006], [0.004, 0.000, 0.007], [0.005, -0.011, -0.003], [0.002, 0.034, 0.002], [-0.023, -0.001, 0.008], [0.006, 0.002, 0.027], [0.022, 0.038, 0.004], [-0.012, 0.009, -0.004], [0.013, -0.001, 0.011], [-0.016, -0.003, -0.008], [-0.005, 0.009, 0.007], [0.005, 0.003, -0.007], [0.002, 0.001, 0.012], [-0.010, 0.002, -0.002], [-0.004, 0.000, 0.013], [-0.005, -0.032, -0.003], [-0.023, -0.018, 0.013], [-0.022, -0.041, 0.032], [-0.178, -0.006, -0.061], [-0.032, 0.059, 0.065], [0.034, -0.066, -0.017], [0.039, 0.021, 0.032], [-0.010, -0.015, -0.015], [-0.034, -0.010, -0.018], [0.025, 0.000, 0.005], [0.071, -0.052, -0.042], [-0.007, 0.011, 0.016]], "charge": -1, "gap_ev": 6.3, "largest_force_ev_per_a": 0.22, "energy_ha": -7382.38328, "relative_energy_ev": 0.252}